# 1
A cluster of 7 separate species, C39H42FN8O2 in total at a distorted geometry, computed with ωB97M-V/def2-TZVPD.

Values from the calculation:
* charge: +1
* ΔE to the lowest compared entry with this formula, charge and spin: 75.0 kcal/mol
* gap between HOMO and LUMO: 5.57 eV
* largest force on an atom: 0.113 Eh/bohr

Element x y z (Å)
N 6.179 0.441 0.520
C 6.880 1.571 -0.163
C 6.670 3.009 0.524
C 5.701 3.972 -0.380
C 4.225 3.797 0.263
C 3.121 2.909 -0.392
C 1.770 2.800 0.366
C 0.653 1.852 -0.273
O 0.146 0.996 0.503
O 0.240 1.880 -1.645
F -0.069 3.202 -1.872
C 1.584 3.591 1.694
C 2.753 4.454 2.250
N 4.006 4.495 1.522
H 5.475 0.756 1.201
H 5.698 -0.167 -0.171
H 6.556 1.568 -1.260
H 8.014 1.342 -0.105
H 6.163 2.813 1.547
H 7.658 3.551 0.784
H 5.687 3.667 -1.481
H 6.024 5.071 -0.338
H 3.376 2.395 -1.381
H 0.620 3.556 2.298
H 2.705 5.043 3.226
H 4.782 5.054 1.922
N -2.939 -2.271 -2.162
C -3.869 -2.889 -1.415
C -3.908 -2.833 -0.031
C -2.930 -2.101 0.623
C -1.956 -1.453 -0.122
C -2.005 -1.567 -1.502
H -4.610 -3.452 -1.973
H -4.684 -3.349 0.521
H -2.927 -2.035 1.706
H -1.178 -0.874 0.356
H -1.267 -1.076 -2.130
N -3.771 -4.483 3.231
C -4.510 -4.419 4.351
C -5.487 -5.342 4.684
C -5.722 -6.394 3.811
C -4.974 -6.486 2.645
C -4.017 -5.514 2.403
H -4.293 -3.577 5.000
H -6.052 -5.241 5.603
H -6.480 -7.137 4.036
H -5.131 -7.294 1.941
H -3.404 -5.544 1.507
N 2.092 2.684 5.157
C 1.552 2.678 6.387
C 0.684 1.698 6.842
C 0.349 0.665 5.978
C 0.891 0.648 4.701
C 1.752 1.672 4.342
H 1.841 3.507 7.024
H 0.281 1.741 7.846
H -0.328 -0.120 6.298
H 0.651 -0.142 4.001
H 2.205 1.701 3.356
N 1.219 1.407 -6.183
C 0.672 1.395 -4.957
C -0.206 0.419 -4.513
C -0.547 -0.604 -5.387
C 0.002 -0.615 -6.661
C 0.874 0.405 -7.007
H 0.966 2.217 -4.312
H -0.615 0.459 -3.512
H -1.232 -1.385 -5.077
H -0.242 -1.397 -7.368
H 1.332 0.438 -7.991
N -4.251 -8.469 -0.901
C -3.188 -9.286 -0.818
C -1.890 -8.894 -1.100
C -1.672 -7.582 -1.495
C -2.752 -6.716 -1.591
C -4.012 -7.205 -1.284
H -3.410 -10.303 -0.508
H -1.070 -9.596 -1.013
H -0.670 -7.237 -1.726
H -2.619 -5.686 -1.897
H -4.889 -6.566 -1.340
N -1.873 6.745 -2.153
C -0.812 5.926 -2.072
C 0.486 6.315 -2.361
C 0.705 7.626 -2.761
C -0.374 8.493 -2.855
C -1.634 8.008 -2.541
H -1.035 4.915 -1.759
H 1.306 5.612 -2.276
H 1.706 7.969 -2.998
H -0.241 9.522 -3.165
H -2.509 8.647 -2.595


# 2
A structure of composition C3H8N2O at a distorted geometry, computed with ωB97M-V/def2-TZVPD.

Values from the calculation:
* charge: 0
* ΔE to the lowest compared entry with this formula, charge and spin: 135.4 kcal/mol
* gap between HOMO and LUMO: 9.41 eV
* largest force on an atom: 0.146 Eh/bohr

Element x y z (Å)
C -1.032 0.254 -0.103
N 0.812 0.859 -0.416
C 0.186 -0.495 0.046
N 1.119 1.925 0.447
C 0.765 -1.678 0.025
O -2.032 -1.196 0.117
H -2.171 -1.601 -0.752
H 1.497 0.752 -1.164
H 0.334 2.571 0.497
H 1.310 1.579 1.385
H -1.381 0.759 0.795
H -1.412 0.586 -1.066
H 1.842 -1.767 -0.063
H 0.162 -2.549 0.253


# 3
A cluster of 2 separate species, C4H12 in total at a distorted geometry, computed with ωB97M-V/def2-TZVPD.

Values from the calculation:
* charge: -1
* ΔE to the lowest compared entry with this formula, charge and spin: 10.0 kcal/mol
* gap between HOMO and LUMO (spin up / spin down): 2.71 / 12.16 eV
* ⟨S²⟩: 0.750
* largest force on an atom: 0.030 Eh/bohr
* multiplicity: 2

Element x y z (Å)
C -1.767 -2.030 -0.502
C -0.858 -1.283 -1.454
H -2.700 -1.500 -0.254
H -2.183 -2.919 -0.991
H -1.387 -2.332 0.477
H -1.417 -0.997 -2.355
H -0.091 -1.970 -1.811
H -0.477 -0.342 -1.074
C 0.903 1.647 0.318
C 1.735 1.662 1.630
H 0.083 2.355 0.423
H 1.588 1.883 -0.503
H 0.562 0.674 -0.003
H 1.250 2.281 2.380
H 2.717 2.088 1.426
H 1.862 0.652 2.013